131
Properties=species:S:1:pos:R:3:lowdin_spin:R:1 method="wB97M-V/def2-TZVPD" charge=+1 homo_lumo_gap_ev="7.699 / 2.635" e_homo_ev="-10.924 / -10.924" multiplicity=2
N 1.9686 5.3903 1.5858 0.00
H -2.0029 -3.3024 0.0943 0.00
C -2.1147 -2.7549 -0.8416 0.00
C -4.4943 -3.3416 -4.0359 0.00
C 3.1967 4.9322 2.1327 0.00
C 4.1816 -4.4306 -1.6942 0.00
C 5.0575 1.3868 3.3614 0.00
C -5.2467 8.2252 1.5303 0.00
H -4.9418 -6.7195 2.1174 0.00
C 1.6097 4.7119 0.3696 0.00
H -0.4267 -2.2964 -4.4623 0.00
H 0.2368 3.8095 -3.9772 0.00
C 2.0262 -7.3784 1.2376 0.00
O 1.3667 -6.1954 0.8954 0.00
H -2.3258 2.1523 -1.5222 0.00
C -0.5355 2.0248 2.1333 0.00
C 6.3848 2.8572 2.1863 0.00
H -4.3015 -2.6932 -7.3738 0.00
H -6.8982 -5.6044 3.3514 0.00
H 0.2187 2.6016 -2.7279 0.00
N -4.4260 -2.5328 -5.1416 0.00
H 1.3258 -0.1660 5.2292 0.00
H -3.0568 5.3653 0.4257 0.00
H 7.0148 2.3037 1.4900 0.00
H 2.9810 -7.9104 -0.6050 0.00
H 2.3952 4.9271 -0.3548 0.00
H 4.0353 -0.0465 -1.6697 0.00
H 5.4095 -1.4351 1.8799 0.02
H -4.1529 4.3992 1.3889 0.00
C -1.2816 -1.5185 -0.9112 0.00
O -4.6748 -2.9405 -2.8646 0.00
H -2.8153 -2.6569 -6.5475 0.00
C 2.7849 -4.9129 -2.0775 0.00
O 2.2907 -3.3320 -4.2299 0.00
O 3.7741 1.2657 3.6487 0.00
O -6.3199 8.3302 0.6479 0.00
H -3.2934 3.6378 -1.7152 0.00
C -3.3266 5.1074 1.4498 0.00
C -4.6108 -1.0495 -5.1019 0.00
Br -3.3550 -4.9506 2.0230 0.00
H -0.8826 2.3049 3.1279 0.00
O 6.4026 -0.8648 -1.8939 0.35
H -0.0571 -3.6297 3.2807 0.00
H 1.7565 6.4579 3.2046 0.00
H -5.3674 -0.8240 -5.8534 0.00
C 0.3625 -3.3490 2.3146 0.00
O 5.9576 0.7358 3.8450 0.00
C 4.6235 -1.7702 1.2031 0.05
H 7.0167 2.9958 3.0636 0.00
H 0.1301 4.2658 -2.2908 0.00
O 0.6690 -4.2810 1.3108 0.00
C -7.2328 9.4293 0.6607 0.00
H -0.3326 -2.6897 1.7946 0.00
O -4.5041 7.1604 1.1495 0.00
C 1.7397 -3.0840 -3.1830 0.00
O -1.5116 -0.8517 0.3765 0.00
H -5.6758 -5.5178 1.0516 0.00
H -0.5079 -0.6752 -3.8246 0.00
C 3.2721 0.3722 4.6457 0.00
H 3.9484 -6.7205 0.3366 0.00
H -4.2221 -4.3789 -4.2851 0.00
H -6.7306 10.3967 0.6506 0.00
H 0.5232 1.7738 2.0681 0.00
Br -4.8956 -6.0478 4.8519 0.00
C 1.6760 0.3825 4.3547 0.00
O 0.8545 -2.1383 -3.0403 0.00
H 0.6839 5.0406 -0.1025 0.00
H -7.8857 9.3884 1.5326 0.00
O 0.0991 6.4633 1.9900 0.00
H -7.9035 9.4653 -0.1977 0.00
H 3.0359 -1.3062 -1.2108 0.03
N -1.6911 3.4940 -3.0074 0.00
H -2.8829 6.8610 2.4281 0.00
H 6.4164 3.9186 1.9403 0.00
C 0.1786 -1.4938 -4.0409 0.00
H 1.4169 -0.1316 3.4291 0.00
H 3.8045 -0.5705 4.5193 0.00
H -1.8241 3.3595 -5.0738 0.00
H 3.3440 0.0256 0.0526 0.01
H 2.8760 3.9518 2.4847 0.00
H 1.2111 1.3607 4.2325 0.00
H 3.9162 4.6760 1.3551 0.00
H 6.8709 -1.7136 -0.1443 -0.01
H 4.8506 -5.2408 -1.9841 0.00
C 1.1788 6.1256 2.3282 0.00
H 1.2643 -8.1528 1.1484 0.00
H -1.8561 -3.4732 -1.6196 0.00
H 1.2952 3.6833 0.5462 0.00
H -3.1735 -2.5139 -0.7467 0.00
O -5.1811 8.7569 2.6168 0.00
C 1.6938 -5.0589 1.4481 0.00
O 1.8491 -3.8864 -2.1115 0.00
C 6.0881 -1.2591 -0.7711 -0.01
H 0.8195 -1.2979 -4.9005 0.00
O 0.5091 0.4066 0.2761 0.00
H 2.8247 -5.3582 -3.0715 0.00
C -3.8428 -3.0028 -6.4348 0.00
H -0.2316 -1.7392 -1.1032 0.00
C -0.6433 0.1697 0.7432 0.00
H -0.6621 2.9299 1.5392 0.00
H 2.3373 -5.6108 -1.3698 0.00
C -0.2307 3.5483 -3.0278 0.00
H 4.3437 -4.2960 -0.6248 0.00
H -3.6688 -0.5585 -5.3462 0.00
N 4.9153 -1.2457 -0.1516 0.47
H -1.6543 3.8032 -1.0953 0.00
H 3.6680 5.5705 2.8801 0.00
H 3.6573 -1.4029 1.5490 0.00
H 1.2268 -2.7004 2.4572 0.00
O 5.1608 2.2908 2.5109 0.00
O 2.6804 -4.8043 2.0782 0.00
C 3.2400 -7.5472 0.3895 0.00
H -2.4481 4.6753 1.9291 0.00
C -3.7713 6.3247 2.0944 0.00
C 3.7197 -0.5793 -0.7726 0.05
H 3.7724 -8.3962 0.8182 0.00
H 3.5996 0.7811 5.6015 0.00
H -1.7194 -1.0261 -1.7796 0.00
H -4.9773 -0.7286 -4.1268 0.00
H 4.5282 -3.6492 -2.3705 0.00
H -3.8651 -4.0640 -6.6827 0.00
C -5.1879 -5.6626 2.0154 0.00
O -3.5057 2.7630 -4.1918 0.00
H -4.4045 6.3073 2.9814 0.00
H -5.9280 -4.1205 3.4117 0.00
C -5.8835 -5.2068 3.3335 0.00
H 2.3874 -7.4852 2.2604 0.00
O -1.1737 0.8664 1.6918 0.00
H 4.7165 -2.8503 1.0900 0.03
C -2.3647 3.1974 -4.1285 0.00
C -2.2893 3.2158 -1.7584 0.00

=====

133
Properties=species:S:1:pos:R:3:lowdin_charge:R:1 method="wB97M-V/def2-TZVPD" homo_lumo_gap_ev=8.912 smiles="O=C(I)C[C@H](C[SH](=O)=O)OC(=O)CCF.CN(C)C=O.CN(C)C=O.CN(C)C=O.CN(C)C=O.CN(C)C=O.CN(C)C=O.CN(C)C=O.CN(C)C=O.CN(C)C=O" e_homo_ev=-8.805 multiplicity=1
C 0.3286 -6.0280 10.0298 -0.06
C 4.0896 7.1906 -6.1841 -0.04
H -7.2969 -2.9826 -1.3395 0.09
H 2.0353 -8.2817 2.2400 0.09
O 0.6583 -3.3514 -2.2046 0.03
H 1.6665 7.6122 0.2393 0.08
H -1.2738 -1.7106 -1.8033 0.11
H -3.2646 4.1281 -6.7729 0.08
H 3.4774 7.1781 -2.4845 0.08
C 2.5739 4.9603 -1.1696 -0.36
H -5.5368 -0.5661 -2.1190 0.11
C 1.1058 -4.1881 1.6498 -0.03
C -2.4050 5.5768 1.8431 -0.05
H 0.5536 -9.6362 5.7638 0.06
C 6.0687 6.7699 -4.8900 -0.34
H 2.2957 -9.8322 5.6409 0.09
F -5.2736 0.2843 -0.3006 -0.07
O -3.9455 -0.5574 -4.1022 0.16
H -6.0582 -5.4902 1.5890 0.08
H 3.0965 -9.2868 3.2518 0.09
H -3.9245 0.6242 -6.3942 0.07
H 3.0896 -7.5176 3.4257 0.09
H -3.0989 1.1602 -1.5733 0.12
H 1.1119 -5.5760 10.6410 0.09
C 4.6276 0.0671 2.6919 -0.04
H 5.4994 5.2072 -7.5830 0.09
C -3.6082 1.6627 -6.3564 -0.06
H -6.9293 -1.8774 -0.0150 0.08
O 1.1080 -8.8925 8.0259 0.00
C -5.0720 1.8434 -8.3123 -0.36
O 0.1203 3.0903 -0.8764 -0.35
H -3.8896 2.0743 -5.3854 0.09
H -2.6607 5.7439 0.7990 0.08
H -1.0757 0.6789 -1.0542 0.10
H 2.7656 -6.7141 8.0252 0.10
H 7.0852 6.3412 -4.8956 0.13
C -0.3849 0.7892 -1.8864 -0.25
H 1.5501 5.9636 0.8711 0.08
H 3.8880 -0.3685 3.3641 0.08
C 1.3781 -9.7222 5.0637 -0.06
C -0.7645 -0.0512 -3.1097 -0.36
C -5.0211 0.2908 -1.6856 -0.17
C -7.2652 -2.8871 -0.2539 -0.04
H -5.4310 1.2182 -2.0928 0.13
N 4.3586 -0.3129 1.3162 -0.19
C -1.1193 7.6269 1.4820 -0.37
N -1.5179 6.6302 2.2941 -0.20
O -5.6167 2.4368 -9.2250 0.00
O 0.5704 -6.5003 3.7268 -0.01
C 0.6444 -8.1687 8.8897 -0.34
C 6.0694 6.0714 -7.2358 -0.06
H -1.4425 5.7546 4.1753 0.09
N 0.5275 -2.8467 1.6562 -0.17
H -1.3312 -2.1126 -3.5265 0.16
H 6.1451 6.7873 -8.0569 0.09
H 3.4302 6.6789 -5.4824 0.09
H 3.7307 7.0339 -7.1984 0.08
H 2.9796 6.9509 1.2283 0.09
H -0.1927 -7.7194 5.1720 0.14
H 3.9106 7.9751 -0.9575 0.09
H -0.2999 -6.6429 10.6708 0.08
H 7.0720 5.7408 -6.9713 0.08
H 0.7528 -4.7204 0.7678 0.09
H -0.4833 -3.1915 -0.0661 0.12
C -0.2947 -2.4260 0.6994 -0.35
C 2.4738 -8.3961 3.2315 -0.04
H -0.2828 -5.2297 9.6051 0.09
O -1.3525 3.0420 -2.8728 -0.33
H -3.1670 -0.5923 -1.2138 0.13
N -6.3630 -3.8734 0.3195 -0.19
C 2.2333 6.7093 0.4683 -0.05
H 1.3393 -1.0398 2.3628 0.08
C 3.8155 7.0175 -1.4639 -0.04
O -1.9696 0.3372 -3.7652 0.01
O -0.8083 -1.3097 0.6419 -0.01
H -4.8706 4.4160 -7.4798 0.09
C 0.5554 -7.5300 4.3851 -0.35
H 4.5924 1.1511 2.7695 0.09
H 1.5365 -2.4568 3.4217 0.09
O 4.5549 -2.5138 1.8098 0.00
H 4.7887 6.5348 -1.5176 0.08
C -3.9532 3.8321 -7.5608 -0.04
H -2.5204 1.7017 -6.4407 0.09
C 4.1014 0.7188 0.3320 -0.05
H 3.9241 0.2600 -0.6386 0.04
C -3.1889 -0.0770 -3.3201 -0.47
I 2.3640 -1.2001 -3.1612 0.91
H 1.8477 4.4372 -0.5332 0.10
H 4.0656 8.2554 -5.9513 0.09
C 0.8591 -1.9433 2.7440 -0.03
H -3.5088 4.0483 -8.5329 0.09
H -7.2856 -4.3437 2.1472 0.09
H -1.9252 4.5999 1.9265 0.09
H -8.2616 -3.0446 0.1519 0.09
H -0.0338 -8.5410 9.6751 0.13
H -0.0401 -1.6406 3.2815 0.09
H 0.8685 2.5737 -2.9539 0.09
H 0.8171 -4.7470 2.5384 0.06
H -1.5364 7.5488 0.4635 0.14
C -0.7792 -1.5478 -2.7676 -0.11
S -0.2225 2.5171 -2.1537 0.68
O -0.3672 8.5266 1.8087 0.00
O 5.5711 7.2685 -3.8991 0.01
H -5.2230 0.7658 -8.1295 0.13
H 1.2375 -10.6124 4.4464 0.09
H 0.0587 6.5693 3.6831 0.09
N -4.2332 2.4139 -7.4275 -0.20
N 5.4437 6.6733 -6.0792 -0.20
H -1.3297 7.5289 4.1847 0.09
H 5.6098 -0.2878 3.0045 0.09
C 1.7820 -6.2451 8.0001 -0.03
C -1.0305 6.6202 3.6622 -0.04
C 0.5459 -2.2546 -2.6090 -0.77
C -5.0718 -3.8424 -0.0576 -0.34
O 3.0323 4.4388 -2.1796 -0.01
H 0.5988 0.4730 -1.5336 0.07
H -3.3249 5.5647 2.4312 0.09
H 4.9510 1.3979 0.2460 0.09
H 0.0095 0.1006 -3.8678 0.09
H 1.3803 -6.3648 6.9938 0.08
N 2.8662 6.1919 -0.7290 -0.18
C 4.3526 -1.6208 1.0058 -0.36
N 0.8999 -6.8519 8.9852 -0.19
H 3.2184 1.2990 0.6105 0.09
C -3.5192 0.2019 -1.8834 -0.06
H 2.1922 -4.1224 1.6135 0.08
H 1.8805 -5.1857 8.2225 0.09
O -4.6196 -3.0407 -0.8534 0.01
H -4.4530 -4.6146 0.4294 0.13
H -7.6512 -5.4566 0.8182 0.09
H 4.1378 -1.8147 -0.0592 0.12
C -6.8702 -4.8405 1.2681 -0.06
N 1.4352 -8.5298 4.2392 -0.18